The following is a DFT calculation (ωB97M-V/def2-TZVPD) of a structure of composition C9H11AlNO3S.

ORCA input file:
```
! wB97M-V def2-TZVPD RIJCOSX def2/J DEFGRID3
* xyz 1 1
Al 0.68 0.08 -0.15
C -2.58 -1.35 -1.72
C -1.08 -1.44 -1.81
C -0.56 -1.93 -3.15
O -0.52 -0.03 -1.56
C -0.50 -2.25 -0.64
O -0.80 -3.40 -0.52
O 0.33 -1.60 0.17
H -2.98 -0.74 -2.53
H -2.91 -0.96 -0.76
H -2.98 -2.36 -1.83
H -1.31 -1.77 -3.93
H -0.35 -2.99 -3.10
H 0.35 -1.41 -3.44
H -0.78 0.62 -2.22
S 2.33 1.47 -0.57
C 1.86 1.79 1.13
C 2.47 2.63 2.04
C 1.93 2.68 3.32
C 0.82 1.91 3.67
C 0.27 1.09 2.72
N 0.78 1.06 1.47
H 3.33 3.21 1.76
H 2.38 3.33 4.06
H 0.40 1.93 4.66
H -0.58 0.44 2.91
*
```

**HOMO-LUMO gap**: 9.0 eV
**Relative energy (zero: lowest compared OMol25 entry of this formula, charge and spin)**: 0.0 kcal/mol
**DFT total energy**: -34574.73538 eV

The following is a DFT calculation (ωB97M-V/def2-TZVPD) of the ion C5H8N3O2 with charge +1 at a distorted geometry.

ORCA input file:
```
! wB97M-V def2-TZVPD RIJCOSX def2/J DEFGRID3
* xyz 1 1
C 0.24 1.90 0.05
C 0.74 -0.35 0.01
C -1.50 0.18 0.18
C -0.81 -2.15 -0.05
C 2.55 1.24 0.00
N -0.55 -0.71 0.05
N 1.11 0.97 0.02
N -2.87 0.24 -0.01
O -3.41 1.29 -0.18
O -3.38 -0.87 0.07
H 0.24 2.96 0.17
H 1.50 -1.11 -0.04
H -0.14 -2.69 0.61
H -1.84 -2.36 0.21
H -0.64 -2.47 -1.08
H 2.74 2.23 -0.43
H 2.94 1.23 1.02
H 3.07 0.49 -0.59
*
```

**HOMO-LUMO gap (alpha / beta)**: 7.5 / 7.4 eV
**Relative energy (zero: lowest compared OMol25 entry of this formula, charge and spin)**: 217.4 kcal/mol
**DFT total energy**: -13863.79505 eV

The following is a DFT calculation (ωB97M-V/def2-TZVPD) of a structure of composition C10H10BeCl2F6NO5S3.

ORCA input file:
```
! wB97M-V def2-TZVPD RIJCOSX def2/J DEFGRID3
* xyz 1 1
Be -0.36 0.83 0.21
F -3.53 0.54 -0.72
C -3.71 -0.59 -0.04
F -3.57 -1.62 -0.86
F -4.90 -0.60 0.52
S -2.41 -0.71 1.27
O -1.16 -0.53 0.48
O -2.56 -1.96 1.90
N -2.68 0.52 2.19
S -1.87 1.85 2.23
O -1.19 2.11 3.45
O -1.04 2.03 1.00
C -3.18 3.14 2.01
F -2.59 4.32 1.89
F -3.96 3.13 3.08
F -3.89 2.87 0.93
Cl 0.37 -0.99 3.46
C 1.44 0.35 3.17
Cl 1.71 0.63 1.40
H 2.42 0.14 3.58
H 1.01 1.27 3.57
C 0.51 0.54 -3.70
S 1.35 0.96 -2.19
O 0.17 1.06 -1.21
C 2.17 -0.56 -1.80
C 3.56 -0.53 -1.77
C 4.24 -1.69 -1.45
C 3.53 -2.85 -1.15
C 2.14 -2.86 -1.18
C 1.44 -1.71 -1.51
H -0.07 -0.36 -3.55
H 1.27 0.39 -4.47
H -0.12 1.39 -3.96
H 4.10 0.39 -1.97
H 5.32 -1.70 -1.41
H 4.06 -3.75 -0.89
H 1.60 -3.76 -0.94
H 0.36 -1.70 -1.53
*
```

**HOMO-LUMO gap**: 10.1 eV
**DFT total energy**: -96512.82651 eV